(1)
Formula: C3H10P2
Source: the OMol25 dataset
Level of theory: ωB97M-V/def2-TZVPD

Output
Frontier orbital gap (spin up / spin down): 6.225 / 9.028 eV
Energy relative to the best compared isomer or geometry (same formula, charge and spin): 71.32 kcal/mol
Calculated total energy: -802.8312 a.u.

The geometry in XYZ format:
```
15
Properties=species:S:1:pos:R:3:forces:R:3
C 0.927609 -0.793250 -1.570362 -1.641 -1.800 0.416
C -0.707449 1.177874 -0.871516 1.156 2.045 1.532
C -0.381750 -0.247725 -1.107308 0.109 0.381 0.755
P -0.023499 0.496052 2.448855 -1.051 0.873 1.667
P -0.039762 -1.603416 2.018124 1.846 -0.448 0.346
H 0.785326 -0.712842 -2.665116 1.050 -0.204 0.175
H 1.666065 -0.182009 -1.137164 1.543 0.518 -0.041
H 1.058482 -1.915142 -1.243715 -0.179 2.217 -0.806
H -1.639846 1.608990 -1.371253 1.343 -0.795 0.510
H 0.226319 1.800418 -1.098472 -1.295 -0.502 -0.238
H -0.779863 1.467975 0.277061 -0.290 -0.818 -1.991
H -1.170237 -0.816700 -1.467867 -1.700 -1.145 -0.237
H 0.025790 0.660196 3.951602 -0.025 -0.511 -1.483
H 1.319507 0.538522 2.299542 1.578 0.390 0.074
H -1.266691 -1.478944 1.537588 -2.443 -0.200 -0.681
```
Positions in Å, forces in eV/Å.

Löwdin atomic charge list, values in e, 4 entries: number 1, C, carries -0.145; number 2, C, carries -0.176; number 3, C, carries -0.259; number 4, P, carries 0.361

---

(2)
Formula: C19H25CsN2O5S3
Source: the OMol25 dataset
Level of theory: ωB97M-V/def2-TZVPD

Output
Frontier orbital gap: 7.814 eV
Energy relative to the best compared isomer or geometry (same formula, charge and spin): 22.18 kcal/mol
Calculated total energy: -2439.4727 a.u.

The geometry in XYZ format:
```
55
Properties=species:S:1:pos:R:3:forces:R:3
Cs 0.194659 0.880339 -0.613221 -1.124 -1.675 -0.444
O -3.516491 4.170162 -0.179936 0.263 0.155 0.028
C -2.400544 3.431564 -0.306806 -0.126 0.096 0.024
O -2.438718 2.247845 -0.534415 0.040 0.287 0.035
C -1.167897 4.297399 -0.126165 -0.227 0.123 0.002
O -0.033738 3.513134 -0.206779 0.571 0.468 0.068
C 1.206480 4.265477 -0.062312 -0.494 0.059 0.010
C 2.494957 3.402803 -0.202348 -0.005 0.218 0.092
O 3.529562 4.022958 0.023726 -0.043 0.216 0.046
O 2.334632 2.202928 -0.529174 0.753 0.276 -0.066
H -4.261726 3.571897 -0.304446 -0.224 -0.125 -0.027
H -1.259190 4.814025 0.841228 -0.012 -0.025 -0.031
H -1.200555 5.078623 -0.900906 0.008 -0.031 0.023
H 1.187439 4.733082 0.925955 0.156 0.098 -0.056
H 1.210495 5.037402 -0.837852 0.128 0.072 0.093
C -0.097056 -1.149290 -4.640739 0.274 -0.330 -0.126
C 0.087634 -2.517014 -3.969137 -0.276 0.046 -0.438
S 0.629606 -2.440309 -2.253883 0.091 0.125 0.096
C -0.561687 -3.493460 -1.406428 -0.191 -0.293 0.143
C -2.051953 -3.188188 -1.569468 0.117 -0.456 -0.303
S -2.550627 -1.558954 -1.001470 0.044 0.179 0.177
C -3.452079 -0.871515 -2.400086 -0.154 0.111 -0.370
C -2.770067 -0.852800 -3.771878 -0.290 -0.347 0.008
S -1.204648 0.032959 -3.858285 0.018 0.206 0.092
H 0.862434 -0.628140 -4.685188 -0.041 0.046 0.091
H -0.381517 -1.326427 -5.681947 -0.112 0.071 0.058
H -0.845303 -3.078726 -4.038851 0.022 0.003 0.158
H 0.800760 -3.081769 -4.574723 0.094 0.038 0.129
H -0.413132 -4.538749 -1.693683 0.084 0.067 -0.056
H -0.275103 -3.429755 -0.354020 0.025 0.121 -0.022
H -2.339862 -3.328734 -2.613192 -0.028 0.171 0.032
H -2.597106 -3.967759 -1.030319 -0.023 0.148 0.117
H -4.410802 -1.380029 -2.537194 0.042 -0.061 0.136
H -3.692109 0.146169 -2.084481 0.105 0.007 0.049
H -2.621105 -1.879083 -4.111319 0.115 0.046 -0.020
H -3.479759 -0.418284 -4.479896 0.071 0.083 0.014
N 2.117810 -1.480407 0.864937 0.143 -0.092 -0.355
C 2.329272 -1.495112 2.234481 -0.010 0.001 0.202
C 3.105734 -2.442354 2.856721 -0.043 0.064 0.051
C 3.249013 -2.453504 4.258986 0.037 -0.051 0.006
C 2.636538 -1.524229 5.047188 -0.042 0.042 -0.059
C 1.827506 -0.531756 4.440754 0.056 -0.043 0.121
C 1.161194 0.475358 5.177232 -0.048 0.053 -0.030
C 0.390673 1.391639 4.524445 0.050 -0.049 -0.139
C 0.276804 1.295455 3.118546 -0.132 0.059 0.279
N 0.873040 0.380542 2.406382 0.014 0.100 -0.078
C 1.659764 -0.522513 3.042678 0.021 -0.079 -0.099
H 2.799493 -2.016147 0.346836 -0.023 -0.010 0.014
H 2.014121 -0.560337 0.456157 0.245 -0.164 0.386
H 3.627566 -3.187327 2.268911 -0.016 0.005 -0.057
H 3.872579 -3.217064 4.706406 -0.002 0.008 0.020
H 2.757904 -1.528791 6.122022 0.008 0.002 0.022
H 1.270700 0.510621 6.254334 0.026 -0.034 0.009
H -0.129119 2.180090 5.050106 0.001 -0.002 0.033
H -0.356490 2.006050 2.592493 0.064 -0.004 -0.090
```
Positions in Å, forces in eV/Å.

Löwdin atomic charge list, values in e, 4 entries: number 1, Cs, carries 1.287; number 2, O, carries 0.123; number 3, C, carries -0.484; number 4, O, carries 0.003

---

Question: Among the records above, which one has the highest calculated total energy?
Answer: C3H10P2

---

Question: What is the energy relative to the best compared isomer or geometry (same formula, charge and spin) in the first record?
Answer: 71.32 kcal/mol